Record 1
Below is a structure of composition C42H35BrF10N7O6P2S5Ti at a distorted geometry, with properties calculated with ωB97M-V/def2-TZVPD.

Element x y z (Å)
Ti  -0.615  -0.020  -0.635
S  -0.515  -2.531  -2.193
C  0.549  -1.448  -2.851
N  0.763  -0.265  -2.271
C  1.683  0.507  -2.974
C  2.106  1.797  -2.671
C  3.040  2.410  -3.494
C  3.567  1.757  -4.606
C  3.153  0.474  -4.918
C  2.213  -0.134  -4.102
S  1.516  -1.718  -4.274
H  1.688  2.314  -1.818
H  3.359  3.424  -3.296
H  4.293  2.258  -5.231
H  3.544  -0.042  -5.784
F  -4.546  -5.592  3.657
C  -3.535  -4.891  3.158
C  -2.306  -4.904  3.785
F  -2.131  -5.617  4.895
C  -1.264  -4.165  3.255
F  -0.122  -4.207  3.946
C  -1.383  -3.402  2.096
P  0.065  -2.434  1.446
C  1.372  -3.729  1.251
C  2.167  -4.219  2.292
C  3.127  -5.188  2.054
C  3.312  -5.698  0.776
C  2.528  -5.226  -0.263
C  1.572  -4.247  -0.027
C  0.566  -1.571  2.983
C  -0.410  -1.021  3.811
C  -0.053  -0.271  4.922
C  1.285  -0.072  5.230
C  2.264  -0.610  4.407
C  1.906  -1.333  3.280
C  -2.649  -3.393  1.491
Br  -3.064  -2.400  -0.045
C  -3.700  -4.130  2.016
F  -4.902  -4.122  1.445
H  2.046  -3.851  3.298
H  3.727  -5.553  2.878
H  4.060  -6.459  0.596
H  2.655  -5.613  -1.265
H  0.976  -3.887  -0.853
H  -1.460  -1.166  3.587
H  -0.825  0.159  5.546
H  1.565  0.507  6.100
H  3.309  -0.452  4.635
H  2.684  -1.730  2.638
F  -1.645  0.067  1.282
P  -2.683  1.460  1.154
F  -3.507  2.770  0.911
F  -3.831  0.669  1.886
F  -3.100  0.830  -0.265
F  -2.081  1.964  2.538
F  -1.337  2.093  0.383
C  2.005  4.800  0.080
C  3.403  4.977  -0.482
S  4.726  4.265  0.482
O  5.942  4.850  -0.017
O  4.382  4.380  1.876
C  4.847  2.493  0.087
C  4.527  1.503  1.216
N  3.101  1.189  1.344
C  2.426  0.441  0.443
N  1.105  0.567  0.613
C  0.937  1.391  1.710
C  2.152  1.769  2.157
N  2.416  2.422  3.416
O  1.515  3.106  3.852
O  3.433  2.121  4.002
C  3.139  -0.528  -0.437
H  1.322  5.478  -0.431
H  1.980  5.032  1.143
H  1.632  3.787  -0.057
H  3.700  6.028  -0.505
H  3.514  4.582  -1.489
H  5.902  2.402  -0.172
H  4.261  2.291  -0.811
H  4.879  1.865  2.178
H  5.032  0.563  0.998
H  -0.011  1.620  2.156
H  3.856  -1.086  0.168
H  3.675  -0.041  -1.252
H  2.433  -1.235  -0.860
N  -8.675  1.525  -1.805
C  -7.506  0.925  -2.230
C  -6.979  -0.169  -1.537
C  -5.825  -0.785  -1.974
C  -5.172  -0.319  -3.111
C  -5.704  0.746  -3.825
C  -6.861  1.364  -3.388
S  -3.663  -1.071  -3.611
O  -3.710  -2.451  -3.222
O  -3.426  -0.705  -4.986
N  -2.546  -0.380  -2.660
C  -2.076  0.807  -2.954
S  -2.396  1.853  -4.326
C  -1.479  3.118  -3.565
C  -0.962  2.697  -2.402
N  -1.251  1.391  -2.075
H  -8.953  1.368  -0.852
H  -8.874  2.446  -2.154
H  -7.486  -0.538  -0.654
H  -5.434  -1.642  -1.445
H  -5.221  1.075  -4.734
H  -7.280  2.188  -3.953
H  -1.377  4.089  -4.017
H  -0.370  3.290  -1.722

Output
* frontier orbital gap (alpha / beta): 0.2308 / 0.2480 Eh
* charge: 0
* E_tot: -9552.25501 a.u.
* LUMO level (alpha / beta): -0.0473 / -0.0308 hartree
* HOMO level (alpha / beta): -0.2781 / -0.2788 Eh
* multiplicity: 2
* energy relative to the best compared isomer or geometry (same formula, charge and spin): 1.700 eV

Here are the Löwdin charges for atoms 1 to 5, given in e: number 1, Ti, carries 1.0536; number 2, S, carries 0.6620; number 3, C, carries -1.1238; number 4, N, carries -0.1465; number 5, C, carries -0.3161

Record 2
Below is the ion C20H33N2O2 with charge +1 at a distorted geometry, with properties calculated with ωB97M-V/def2-TZVPD.

Element x y z (Å)
C  -2.886  -3.988  1.030
C  -3.273  -2.720  0.340
C  -3.912  -2.751  -0.897
C  -4.294  -1.579  -1.518
C  -4.040  -0.346  -0.933
C  -3.409  -0.310  0.299
O  -3.057  0.851  0.984
C  -3.602  2.093  0.591
C  -2.664  2.943  -0.318
O  -1.979  3.924  0.427
C  -1.603  2.112  -1.059
N  -0.702  1.382  -0.135
C  -0.134  0.155  -0.735
C  0.638  -0.625  0.349
N  1.650  0.149  1.007
C  3.029  0.081  0.541
C  3.254  0.364  -0.950
C  4.750  0.348  -1.262
C  5.368  -0.994  -0.885
C  5.127  -1.296  0.590
C  3.632  -1.282  0.898
C  1.130  1.395  1.492
C  0.395  2.211  0.415
C  -3.025  -1.490  0.927
H  -2.132  -3.811  1.792
H  -2.508  -4.716  0.316
H  -3.760  -4.423  1.513
H  -4.116  -3.700  -1.367
H  -4.794  -1.613  -2.473
H  -4.353  0.552  -1.443
H  -4.575  1.952  0.116
H  -3.759  2.648  1.523
H  -3.280  3.426  -1.091
H  -2.587  4.611  0.723
H  -1.004  2.783  -1.678
H  -2.106  1.388  -1.703
H  -1.312  1.087  0.658
H  -0.943  -0.468  -1.122
H  0.524  0.445  -1.555
H  1.084  -1.510  -0.101
H  -0.089  -0.963  1.100
H  3.573  0.838  1.115
H  2.846  1.342  -1.222
H  2.759  -0.401  -1.553
H  4.903  0.543  -2.325
H  5.244  1.145  -0.702
H  6.438  -0.977  -1.091
H  4.924  -1.784  -1.496
H  5.544  -2.270  0.845
H  5.632  -0.546  1.203
H  3.145  -2.071  0.323
H  3.459  -1.481  1.956
H  1.938  1.997  1.905
H  0.421  1.183  2.304
H  -0.028  3.121  0.839
H  1.069  2.475  -0.402
H  -2.551  -1.428  1.895

Output
* frontier orbital gap: 0.3367 Eh
* charge: +1
* E_tot: -1041.65834 a.u.
* LUMO level: -0.0779 hartree
* SMILES string: Cc1cccc(OC[C@@H](O)C[NH+]2CCN(C3CCCCC3)CC2)c1
* HOMO level: -0.4146 Eh
* energy relative to the best compared isomer or geometry (same formula, charge and spin): 0.559 eV

Here are the Löwdin charges for atoms 1 to 5, given in e: number 1, C, carries -0.0353; number 2, C, carries -0.2634; number 3, C, carries -0.0377; number 4, C, carries -0.0569; number 5, C, carries -0.0384

Record 3
Below is a structure of composition C9H23BeBr2CaF3NO9P at a distorted geometry, with properties calculated with ωB97M-V/def2-TZVPD.

Element x y z (Å)
O  -4.948  1.666  3.754
C  -4.617  0.948  2.798
O  -5.052  -0.181  2.544
C  -3.543  1.543  1.880
O  -3.927  2.861  1.580
N  -3.513  0.809  0.601
Br  -3.436  1.943  -0.939
C  -2.584  -0.326  0.610
C  -1.068  0.012  0.879
F  -0.497  0.978  0.013
H  -2.596  1.598  2.416
H  -3.508  3.442  2.217
H  -2.927  -1.075  1.329
H  -2.688  -0.873  -0.361
H  -1.015  0.223  1.939
H  -0.499  -0.907  0.732
Ca  -1.941  -0.178  -1.636
C  2.286  0.187  -0.465
O  3.199  0.347  -1.556
P  3.981  1.732  -1.739
O  3.015  2.768  -2.116
O  4.774  1.128  -3.033
C  3.990  0.920  -4.164
O  5.229  2.356  -1.046
C  6.346  2.799  -1.888
H  2.027  -0.869  -0.405
H  2.707  0.501  0.490
H  1.404  0.773  -0.699
H  3.102  1.556  -4.184
H  3.665  -0.147  -4.212
H  4.614  1.169  -5.054
H  5.992  3.428  -2.717
H  6.904  1.953  -2.269
H  6.994  3.395  -1.253
C  -2.141  -3.524  4.635
C  -3.057  -2.776  3.693
O  -2.669  -2.987  2.321
H  -1.107  -3.206  4.496
H  -2.426  -3.345  5.670
H  -2.178  -4.602  4.445
H  -2.993  -1.695  3.874
H  -4.095  -3.092  3.828
H  -2.713  -3.931  2.143
O  -2.038  -3.006  -3.159
H  -2.559  -3.501  -3.802
H  -1.791  -3.664  -2.499
F  -3.019  -0.066  4.574
Be  3.992  -0.371  -6.244
Br  -0.023  -0.958  -3.913
F  6.945  4.246  -4.108

Output
* frontier orbital gap: 0.0398 Eh
* charge: 0
* E_tot: -7569.46495 a.u.
* LUMO level: -0.2459 hartree
* HOMO level: -0.2857 Eh

Here are the Löwdin charges for atoms 1 to 5, given in e: number 1, O, carries 0.1438; number 2, C, carries -0.6311; number 3, O, carries 0.1150; number 4, C, carries -0.3627; number 5, O, carries -0.0589

> Look up the E_tot of the third one.

-7569.46495 a.u.

Copy entry 2 word for word.
Below is the ion C20H33N2O2 with charge +1 at a distorted geometry, with properties calculated with ωB97M-V/def2-TZVPD.

Element x y z (Å)
C  -2.886  -3.988  1.030
C  -3.273  -2.720  0.340
C  -3.912  -2.751  -0.897
C  -4.294  -1.579  -1.518
C  -4.040  -0.346  -0.933
C  -3.409  -0.310  0.299
O  -3.057  0.851  0.984
C  -3.602  2.093  0.591
C  -2.664  2.943  -0.318
O  -1.979  3.924  0.427
C  -1.603  2.112  -1.059
N  -0.702  1.382  -0.135
C  -0.134  0.155  -0.735
C  0.638  -0.625  0.349
N  1.650  0.149  1.007
C  3.029  0.081  0.541
C  3.254  0.364  -0.950
C  4.750  0.348  -1.262
C  5.368  -0.994  -0.885
C  5.127  -1.296  0.590
C  3.632  -1.282  0.898
C  1.130  1.395  1.492
C  0.395  2.211  0.415
C  -3.025  -1.490  0.927
H  -2.132  -3.811  1.792
H  -2.508  -4.716  0.316
H  -3.760  -4.423  1.513
H  -4.116  -3.700  -1.367
H  -4.794  -1.613  -2.473
H  -4.353  0.552  -1.443
H  -4.575  1.952  0.116
H  -3.759  2.648  1.523
H  -3.280  3.426  -1.091
H  -2.587  4.611  0.723
H  -1.004  2.783  -1.678
H  -2.106  1.388  -1.703
H  -1.312  1.087  0.658
H  -0.943  -0.468  -1.122
H  0.524  0.445  -1.555
H  1.084  -1.510  -0.101
H  -0.089  -0.963  1.100
H  3.573  0.838  1.115
H  2.846  1.342  -1.222
H  2.759  -0.401  -1.553
H  4.903  0.543  -2.325
H  5.244  1.145  -0.702
H  6.438  -0.977  -1.091
H  4.924  -1.784  -1.496
H  5.544  -2.270  0.845
H  5.632  -0.546  1.203
H  3.145  -2.071  0.323
H  3.459  -1.481  1.956
H  1.938  1.997  1.905
H  0.421  1.183  2.304
H  -0.028  3.121  0.839
H  1.069  2.475  -0.402
H  -2.551  -1.428  1.895

Output
* frontier orbital gap: 0.3367 Eh
* charge: +1
* E_tot: -1041.65834 a.u.
* LUMO level: -0.0779 hartree
* SMILES string: Cc1cccc(OC[C@@H](O)C[NH+]2CCN(C3CCCCC3)CC2)c1
* HOMO level: -0.4146 Eh
* energy relative to the best compared isomer or geometry (same formula, charge and spin): 0.559 eV

Here are the Löwdin charges for atoms 1 to 5, given in e: number 1, C, carries -0.0353; number 2, C, carries -0.2634; number 3, C, carries -0.0377; number 4, C, carries -0.0569; number 5, C, carries -0.0384

Copy entry 3 word for word.
Below is a structure of composition C9H23BeBr2CaF3NO9P at a distorted geometry, with properties calculated with ωB97M-V/def2-TZVPD.

Element x y z (Å)
O  -4.948  1.666  3.754
C  -4.617  0.948  2.798
O  -5.052  -0.181  2.544
C  -3.543  1.543  1.880
O  -3.927  2.861  1.580
N  -3.513  0.809  0.601
Br  -3.436  1.943  -0.939
C  -2.584  -0.326  0.610
C  -1.068  0.012  0.879
F  -0.497  0.978  0.013
H  -2.596  1.598  2.416
H  -3.508  3.442  2.217
H  -2.927  -1.075  1.329
H  -2.688  -0.873  -0.361
H  -1.015  0.223  1.939
H  -0.499  -0.907  0.732
Ca  -1.941  -0.178  -1.636
C  2.286  0.187  -0.465
O  3.199  0.347  -1.556
P  3.981  1.732  -1.739
O  3.015  2.768  -2.116
O  4.774  1.128  -3.033
C  3.990  0.920  -4.164
O  5.229  2.356  -1.046
C  6.346  2.799  -1.888
H  2.027  -0.869  -0.405
H  2.707  0.501  0.490
H  1.404  0.773  -0.699
H  3.102  1.556  -4.184
H  3.665  -0.147  -4.212
H  4.614  1.169  -5.054
H  5.992  3.428  -2.717
H  6.904  1.953  -2.269
H  6.994  3.395  -1.253
C  -2.141  -3.524  4.635
C  -3.057  -2.776  3.693
O  -2.669  -2.987  2.321
H  -1.107  -3.206  4.496
H  -2.426  -3.345  5.670
H  -2.178  -4.602  4.445
H  -2.993  -1.695  3.874
H  -4.095  -3.092  3.828
H  -2.713  -3.931  2.143
O  -2.038  -3.006  -3.159
H  -2.559  -3.501  -3.802
H  -1.791  -3.664  -2.499
F  -3.019  -0.066  4.574
Be  3.992  -0.371  -6.244
Br  -0.023  -0.958  -3.913
F  6.945  4.246  -4.108

Output
* frontier orbital gap: 0.0398 Eh
* charge: 0
* E_tot: -7569.46495 a.u.
* LUMO level: -0.2459 hartree
* HOMO level: -0.2857 Eh

Here are the Löwdin charges for atoms 1 to 5, given in e: number 1, O, carries 0.1438; number 2, C, carries -0.6311; number 3, O, carries 0.1150; number 4, C, carries -0.3627; number 5, O, carries -0.0589

> Which of these has the highest charge?

C20H33N2O2